{
  "formula": "C2H8N3O",
  "method": "ωB97M-V/def2-TZVPD",
  "species": ["C", "N", "H", "O", "H", "H", "H", "N", "H", "H", "N", "C", "H", "H"],
  "coordinates": [[-0.468, -0.720, -0.040], [0.447, 2.456, -0.330], [1.038, 2.131, 0.453], [1.306, 0.407, 0.762], [0.059, -2.778, 0.049], [-1.475, -2.466, 0.903], [0.018, -2.189, 1.489], [0.831, -0.111, -0.303], [-1.045, 0.071, 0.624], [1.014, 1.539, -1.972], [0.208, 1.613, -1.324], [-0.471, -2.091, 0.599], [-0.383, 2.732, 0.054], [-1.080, -0.594, -0.964]],
  "mulliken_charge": [-0.040, -0.458, 0.285, -0.601, 0.410, 0.325, 0.382, -0.314, 0.175, 0.203, -0.520, -1.369, 0.223, 0.299],
  "e_above_lowest_kj_mol": 475.3,
  "charge": -1,
  "largest_force_ha_per_bohr": 0.0755,
  "e_tot_ha": -320.35315,
  "lumo_energy_ev": [4.390, 4.391],
  "homo_ev": [-1.858, -1.857],
  "orbital_gap_ev": [6.25, 6.25]
}